ORCA calculation (ωB97M-V with the def2-TZVPD basis set) on a structure of composition C17H41As3MnO3.

Last column: Löwdin spin population.
Geometry (Å):
Mn -0.4744 -0.4169 -0.1511  4.664
C 2.0900 1.0107 -1.9558  0.005
O 0.8121 1.1369 -1.3190  0.038
C 0.5762 2.4090 -0.7077  0.006
C 0.9621 2.3328 0.7415  0.003
O 0.2242 1.2337 1.2970  0.039
C 0.8411 0.6102 2.4319  0.005
C 2.0007 -0.2421 1.9846  0.003
O 1.5423 -1.0332 0.8887  0.039
C 2.5651 -1.8855 0.3606  0.005
H 2.1779 1.7373 -2.7626  0.001
H 2.1498 0.0051 -2.3642  0.001
H 2.9006 1.1587 -1.2402  0.000
H -0.4903 2.6199 -0.8100  0.002
H 1.1335 3.1974 -1.2153  0.001
H 0.7025 3.2549 1.2649  0.001
H 2.0343 2.1572 0.8469  0.000
H 0.0663 -0.0025 2.8927  0.002
H 1.1672 1.3569 3.1568  0.001
H 2.3233 -0.8815 2.8102  0.001
H 2.8590 0.3548 1.6654  0.000
H 2.8629 -2.6264 1.1038  0.000
H 3.4359 -1.2954 0.0690  0.000
H 2.1580 -2.3867 -0.5138  0.002
C 0.1279 -4.5422 -0.5770  0.012
As -0.9164 -2.9949 -0.0615  0.034
C -1.3504 -3.5047 1.7643  0.007
C -2.5779 -3.4207 -1.0180  0.003
C -3.6934 -2.3681 -1.1672  0.000
C -4.9671 -3.1524 -1.5393  0.000
C -3.4279 -1.3986 -2.3330  0.003
As -1.6740 -0.5287 -2.5002  0.034
C -0.7322 -1.7332 -3.7036  0.008
C -2.1335 0.8821 -3.7434  0.011
C -4.0138 -1.6375 0.1510  0.004
As -2.8809 -0.1692 0.8088  0.034
C -3.5481 -0.0614 2.6243  0.011
C -3.7526 1.3967 0.0538  0.008
H -0.4957 -5.4270 -0.4624  0.001
H 0.9939 -4.6264 0.0756  0.000
H 0.4612 -4.4650 -1.6096  0.000
H -1.8927 -4.4489 1.7574  0.001
H -1.9550 -2.7444 2.2538  0.000
H -0.4254 -3.6282 2.3254  0.000
H -2.9719 -4.2973 -0.4999  0.000
H -2.2726 -3.7634 -2.0093  0.000
H -4.7841 -3.8048 -2.3954  0.000
H -5.7793 -2.4713 -1.8002  0.000
H -5.2995 -3.7735 -0.7052  0.000
H -4.1662 -0.5938 -2.3112  0.000
H -3.5737 -1.9246 -3.2785  0.000
H -1.4182 -2.0951 -4.4669  0.001
H -0.3112 -2.5794 -3.1646  0.000
H 0.0770 -1.1869 -4.1855  0.000
H -2.6891 0.4424 -4.5694  0.001
H -1.2229 1.3408 -4.1224  0.000
H -2.7427 1.6432 -3.2618  0.000
H -4.0608 -2.3651 0.9644  0.000
H -5.0082 -1.1921 0.0808  0.001
H -3.2004 -0.9002 3.2226  0.000
H -4.6355 -0.0701 2.5846  0.001
H -3.2096 0.8667 3.0794  0.000
H -3.4594 1.5526 -0.9821  0.000
H -3.4639 2.2713 0.6342  0.000
H -4.8322 1.2721 0.1093  0.001

Values from the calculation:
* M: 573.216 g mol⁻¹
* HOMO level (alpha / beta): -14.21 / -15.08 eV
* energy above the lowest of the compared OMol25 structures with the same formula, charge and spin: 0.00 kcal/mol
* total charge: +2
* multiplicity: 6
* frontier orbital gap (alpha / beta): 9.783 / 9.579 eV

---

ORCA calculation (ωB97M-V with the def2-TZVPD basis set) on an isolated molecule of C2H6O2.

Last column: Mulliken charge in e.
Geometry (Å):
C -0.4925 -1.2929 0.1677  -0.559
O 0.2802 -0.4294 -0.6425  -0.390
C 0.5654 0.8741 0.0126  -0.314
O -0.1569 1.7711 -0.6106  -0.353
H -0.6692 -2.2080 -0.3174  0.243
H -1.3775 -0.5814 0.3557  0.305
H -0.0587 -1.6078 1.3121  0.175
H 0.2752 0.7812 1.0593  0.376
H 1.5703 0.7549 0.0156  0.318
H 0.0637 1.9384 -1.3525  0.200

Values from the calculation:
* SMILES: COCO
* M: 62.068 g mol⁻¹
* HOMO level: -9.61 eV
* energy above the lowest of the compared OMol25 structures with the same formula, charge and spin: 74.24 kcal/mol
* total charge: 0
* frontier orbital gap: 10.579 eV

---

ORCA calculation (ωB97M-V with the def2-TZVPD basis set) on the ion C5H7BrNS with charge +1.

Last column: Löwdin spin population.
Geometry (Å):
C 1.0482 -2.0488 1.4146  0.130
C -1.5293 -1.0483 0.1481  0.079
C 1.7285 -1.0195 1.7080  0.556
C -0.0218 1.5559 -1.6802  0.005
C -0.4882 1.2498 -0.2819  0.095
N -1.2965 0.0909 -0.2983  0.573
S -0.7150 -2.4663 0.9906  0.238
Br 2.8257 0.2611 2.2929  0.176
H 1.2362 -3.1428 1.4299  0.041
H -2.4416 -1.5426 -0.2710  0.051
H 0.3810 0.6909 -2.2128  0.000
H 0.8521 2.1853 -1.5348  0.000
H -0.6867 2.1641 -2.2062  0.001
H -1.2461 1.9042 0.1476  0.015
H 0.3535 1.1661 0.3536  0.041

Values from the calculation:
* M: 193.089 g mol⁻¹
* HOMO level (alpha / beta): -12.17 / -13.39 eV
* total charge: +1
* multiplicity: 3
* frontier orbital gap (alpha / beta): 8.080 / 5.693 eV

---

ORCA calculation (ωB97M-V with the def2-TZVPD basis set) on a cluster of 8 separate species, C7H30NO7 in total.

Last column: Mulliken charge in e.
Geometry (Å):
C 1.5418 -2.6748 1.4020  -1.612
C 0.5961 -1.8251 0.6056  0.438
C -0.8698 -1.9873 0.9820  -0.703
C -1.8761 -1.3004 0.0075  -0.841
C -1.3057 2.6149 0.3314  -0.953
C -1.5718 1.1940 0.6382  0.356
C -1.6841 0.1890 -0.2042  0.149
N 1.1210 -0.4030 0.6791  0.266
H 1.3987 -3.7253 1.1697  0.440
H 1.2320 -2.5939 2.4451  0.265
H 2.5704 -2.3879 1.2405  0.457
H 0.5428 -2.0695 -0.4773  0.204
H -1.0240 -3.0704 0.9443  0.451
H -0.9966 -1.5948 2.0105  0.010
H -2.8905 -1.4915 0.3961  0.376
H -1.7069 -1.8099 -0.9406  -0.048
H -1.5934 2.9631 -0.6734  0.182
H -1.7180 3.2685 1.1068  0.402
H -0.2015 2.7633 0.3870  0.024
H -1.8114 1.0317 1.6811  0.399
H -1.7010 0.2183 -1.3059  0.060
H 0.8279 0.2597 -0.0908  -0.076
H 0.7416 -0.0460 1.5589  0.384
H 2.1328 -0.3509 0.7385  0.416
H 3.3798 2.0577 1.5663  0.278
H 2.3876 2.9389 0.8023  0.308
O 2.7655 2.0347 0.8287  -0.572
H -2.7441 -1.2683 -4.1288  0.299
H -2.4235 -1.8528 -2.6721  0.347
O -2.2297 -1.1667 -3.3215  -0.581
H -1.5824 3.2627 -3.3350  0.271
H -1.9381 1.8565 -3.3308  0.269
O -1.5720 2.5128 -2.7083  -0.582
H 1.3111 0.4552 -4.9173  0.296
H 2.3220 0.7477 -3.8555  0.328
O 1.5976 0.1446 -4.0545  -0.615
H 0.6917 0.0373 -2.5198  0.366
H 0.1787 1.3885 -2.0555  0.250
O 0.7657 0.6751 -1.7811  -0.707
H -1.5375 -0.7314 4.3348  0.279
H -0.2571 0.0249 4.7690  0.261
O -0.7037 -0.3684 4.0204  -0.548
H 2.5773 -1.2550 3.7956  0.284
H 2.7501 0.1951 3.4373  0.239
O 2.1486 -0.5548 3.2905  -0.515

Values from the calculation:
* M: 240.317 g mol⁻¹
* HOMO level: -11.65 eV
* energy above the lowest of the compared OMol25 structures with the same formula, charge and spin: 34.78 kcal/mol
* total charge: +1
* frontier orbital gap: 9.228 eV

---

no.,E (eV)
1,-238258.827
2,-6263.036
3,-87652.805
4,-23562.266